Entry 1:
Molecular formula: C33H63Br20F2N2Si
Method: DFT, wB97M-V/def2-TZVPD

Last column: Löwdin charge in e.
Cartesian coordinates (Å):
Br 9.07 6.76 -5.72  0.67
Br 4.99 5.10 -5.69  0.62
Br 5.74 -1.80 3.93  0.58
Br -11.88 -4.00 3.06  0.63
Br -7.06 -0.22 4.15  0.59
Br -4.80 -2.66 5.76  0.60
Br -8.36 -3.56 4.13  0.63
Br -9.58 -3.26 -1.69  0.61
Br -3.39 -6.45 -2.16  0.61
Br -13.12 -0.19 1.13  0.62
Br -6.82 -4.78 0.25  0.63
Br 6.46 8.73 -4.02  0.63
Br 2.73 -0.83 -1.07  1.00
Br -9.50 -0.19 1.71  0.70
Br -0.47 -1.55 0.76  0.56
Br 1.90 -4.29 0.20  0.72
Br 6.65 2.05 -6.92  0.59
Br -6.02 -7.25 -4.62  0.61
Br -4.12 -2.13 0.80  0.62
Br 2.11 -2.44 3.97  0.62
Si 2.73 2.66 0.93  0.59
F 6.60 5.04 -1.04  0.14
F 5.73 3.67 -2.45  0.13
N 6.28 2.89 -0.37  0.18
N 8.21 1.43 -0.05  -0.08
C -7.78 -3.11 0.53  -0.75
C 0.94 1.13 -3.09  -0.10
C -12.06 0.92 2.31  -0.69
C 3.56 -3.53 3.27  -0.73
C -10.75 1.30 1.68  -0.65
C 3.97 4.10 0.73  -0.20
C -1.47 -3.20 0.98  -0.69
C 2.03 2.05 -0.69  -0.32
C 2.84 1.40 -1.62  -0.40
C 2.27 0.91 -2.88  -0.20
C 5.71 4.04 -1.16  -0.53
C 1.29 3.29 1.97  -0.16
C -11.14 -3.66 4.83  -0.68
C 0.67 2.21 -0.98  -0.10
C 7.52 2.30 -0.99  -0.15
C 0.13 1.76 -2.15  -0.07
C -5.88 -0.01 5.68  -0.68
C 4.32 4.45 -0.74  -0.10
C 3.85 -2.48 -0.83  -0.55
C -5.43 -8.25 -3.06  -0.70
C 7.53 7.25 -3.36  -0.73
C 8.22 0.02 -0.47  -0.09
C -9.24 -3.25 0.23  -0.75
C 5.97 3.58 -7.91  -0.69
C 3.59 1.23 1.80  -0.17
C 3.12 -3.75 -1.20  -0.66
C 4.77 -3.48 4.16  -0.68
C -9.98 -2.71 4.78  -0.68
C 6.23 4.87 -7.17  -0.70
C -2.68 -3.24 0.10  -0.69
C -4.59 -0.75 5.50  -0.70
C 8.95 7.32 -3.87  -0.68
C -5.11 -7.34 -1.91  -0.70
H 1.00 4.30 1.70  0.04
H 2.87 0.40 -3.61  0.10
H -0.77 -3.99 0.70  -0.01
H -7.63 -2.88 1.58  -0.03
H 3.82 -4.58 -1.30  0.06
H -9.77 -2.37 0.61  -0.06
H 3.16 -4.54 3.23  0.05
H 7.23 4.94 -6.77  -0.02
H 6.05 5.72 -7.83  0.07
H 4.20 -2.49 0.20  0.03
H -6.26 -8.90 -2.81  0.06
H -11.96 -3.23 5.40  0.06
H 6.58 3.27 0.53  0.18
H 7.51 7.34 -2.28  0.05
H 2.88 0.42 1.93  0.03
H -10.85 1.61 0.65  0.05
H 8.26 -0.60 0.42  0.09
H 7.74 1.44 0.85  0.10
H 9.37 8.31 -3.81  0.05
H 7.02 6.34 -3.66  0.00
H -6.44 -0.34 6.56  0.05
H 3.52 4.98 1.17  0.08
H -2.48 -2.89 -0.91  0.05
H 7.26 1.74 -1.88  0.14
H 3.75 -3.18 2.27  -0.01
H -0.92 1.89 -2.35  0.11
H 4.69 -2.32 -1.50  0.06
H 4.38 0.83 1.16  0.00
H 5.59 2.15 -0.21  0.15
H -4.58 -8.85 -3.37  0.05
H 2.55 -3.65 -2.12  0.06
H -3.09 -4.24 0.06  0.02
H -10.17 -1.86 4.13  0.00
H 4.54 -3.56 5.21  0.05
H -5.70 1.06 5.76  0.06
H -3.86 -0.44 6.24  0.06
H 0.50 0.78 -4.01  0.11
H -9.69 -4.15 0.63  0.03
H 0.00 2.70 -0.30  0.10
H 5.48 -4.26 3.88  0.06
H 4.01 1.55 2.76  0.04
H -10.27 2.10 2.25  0.06
H 8.20 3.09 -1.29  0.14
H -4.17 -0.62 4.50  0.04
H -1.70 -3.29 2.04  0.06
H -10.87 -4.63 5.25  0.05
H -5.85 -6.56 -1.77  -0.01
H 7.28 -0.26 -0.96  0.07
H 0.44 2.62 1.85  0.03
H 4.30 5.53 -0.84  0.14
H 4.91 3.40 -8.08  0.05
H 9.58 6.62 -3.32  0.06
H -5.00 -7.91 -0.99  0.06
H 4.84 3.88 1.35  0.07
H -7.28 -2.37 -0.09  0.04
H 3.88 1.29 -1.39  0.04
H -9.73 -2.36 5.78  0.06
H -11.94 0.37 3.24  0.05
H 1.61 3.27 3.01  0.04
H 3.61 4.07 -1.46  0.12
H -12.66 1.81 2.49  0.06
H 6.50 3.57 -8.86  0.06
H 9.07 -0.22 -1.09  0.09

Calculated values
- Net charge: +1
- Spin multiplicity: 1
- Calculated total energy: -53373.97103 a.u.
- LUMO: -2.72 eV
- Kohn-Sham gap: 7.83 eV
- E_HOMO: -0.388 Ha


Entry 2:
Molecular formula: C33H64Cl10N3O3
Method: DFT, wB97M-V/def2-TZVPD

Last column: Löwdin charge in e.
Cartesian coordinates (Å):
Cl 21.38 -28.70 -27.24  0.56
Cl 24.14 -27.61 -26.91  0.53
Cl 25.72 -27.39 -23.64  0.54
Cl 27.40 -28.91 -29.71  0.50
Cl 28.33 -27.05 -27.72  0.57
Cl 22.35 -28.00 -24.56  0.45
Cl 30.70 -26.78 -24.12  0.54
Cl 30.30 -28.43 -29.60  0.52
Cl 30.82 -23.23 -23.14  0.51
Cl 27.51 -24.63 -22.80  0.58
O 31.60 -24.27 -29.73  -0.02
O 23.18 -26.78 -19.27  -0.01
O 27.29 -19.31 -26.29  -0.05
N 24.16 -26.76 -18.33  -0.06
N 31.39 -23.02 -29.21  -0.05
N 26.21 -19.26 -25.33  -0.03
C 23.67 -19.46 -23.82  -0.18
C 24.58 -29.31 -18.36  -0.03
C 33.45 -22.70 -27.59  -0.03
C 26.63 -27.11 -16.92  -0.17
C 24.25 -28.02 -17.58  -0.49
C 31.06 -20.88 -27.36  -0.20
C 29.85 -21.49 -27.97  -0.14
C 25.34 -26.02 -18.78  -0.49
C 25.07 -18.32 -25.68  -0.51
C 27.01 -26.61 -24.63  -0.65
C 25.48 -21.74 -25.43  -0.01
C 28.87 -23.25 -29.30  -0.05
C 32.56 -22.23 -28.83  -0.45
C 30.09 -22.97 -28.46  -0.46
C 31.13 -24.79 -22.27  -0.64
C 29.99 -23.92 -27.25  -0.05
C 22.88 -28.31 -16.88  -0.03
C 26.85 -25.11 -24.41  -0.60
C 25.55 -16.93 -25.91  -0.07
C 26.15 -26.49 -20.01  -0.06
C 24.94 -20.21 -23.47  -0.15
C 33.64 -22.11 -29.95  -0.05
C 32.21 -20.82 -28.38  -0.16
C 27.34 -20.85 -23.87  -0.04
C 24.17 -18.76 -26.83  -0.02
C 25.33 -27.83 -16.48  -0.14
C 22.46 -27.64 -26.36  -1.51
C 25.01 -24.61 -19.21  -0.07
C 28.67 -27.71 -29.33  -1.49
C 24.18 -18.14 -24.39  -0.15
C 26.26 -25.81 -17.56  -0.16
C 31.85 -25.88 -23.06  -0.60
C 25.98 -20.56 -24.61  -0.45
H 27.89 -27.20 -24.40  0.03
H 22.58 -27.41 -16.34  0.08
H 24.73 -17.67 -23.58  0.12
H 24.60 -30.17 -17.70  0.08
H 24.61 -21.18 -23.09  0.11
H 26.18 -16.60 -25.08  0.09
H 23.31 -17.52 -24.58  0.12
H 30.83 -23.74 -26.58  0.06
H 23.04 -20.04 -24.50  0.10
H 25.49 -19.86 -22.60  0.12
H 25.53 -28.81 -16.03  0.12
H 23.08 -19.39 -22.91  0.12
H 25.50 -29.31 -18.94  0.07
H 23.53 -17.91 -27.08  0.09
H 27.21 -21.64 -23.14  0.05
H 27.17 -25.27 -17.80  0.12
H 33.64 -23.78 -27.65  0.08
H 25.66 -25.23 -16.85  0.12
H 34.50 -22.41 -27.70  0.08
H 22.09 -28.48 -17.61  0.08
H 23.85 -29.54 -19.14  0.08
H 27.06 -25.92 -20.20  0.06
H 29.05 -21.53 -27.22  0.11
H 33.03 -22.62 -26.59  0.06
H 27.12 -27.74 -17.66  0.11
H 24.83 -19.01 -27.66  0.09
H 33.02 -20.28 -27.89  0.12
H 31.37 -21.43 -26.46  0.10
H 27.77 -20.01 -23.32  0.09
H 28.42 -26.98 -30.09  0.00
H 31.85 -20.13 -29.15  0.12
H 26.65 -26.84 -25.63  -0.02
H 34.46 -21.40 -29.83  0.09
H 26.57 -27.49 -20.01  0.07
H 32.27 -26.64 -22.40  0.07
H 25.83 -24.75 -24.32  0.05
H 29.10 -23.80 -26.63  0.07
H 25.58 -26.32 -20.93  0.04
H 25.04 -22.54 -24.84  0.08
H 34.00 -23.08 -30.30  0.08
H 32.57 -25.46 -23.75  0.06
H 33.13 -21.73 -30.84  0.08
H 30.83 -19.85 -27.08  0.12
H 26.07 -16.95 -26.88  0.09
H 30.20 -25.12 -21.80  0.03
H 24.80 -27.28 -15.71  0.11
H 28.76 -24.33 -29.44  0.06
H 31.88 -24.59 -21.51  0.07
H 24.39 -24.57 -20.11  0.08
H 25.88 -24.04 -19.54  0.09
H 22.95 -29.15 -16.18  0.09
H 28.17 -21.20 -24.49  0.06
H 30.14 -24.99 -27.34  0.04
H 29.58 -20.85 -28.81  0.13
H 27.28 -26.99 -16.05  0.11
H 24.33 -24.04 -18.57  0.09
H 27.56 -24.72 -25.14  0.05
H 29.09 -22.88 -30.31  0.09
H 23.56 -19.57 -26.44  0.06
H 27.92 -22.82 -29.00  0.09
H 26.36 -22.14 -25.93  0.08
H 24.83 -16.12 -25.97  0.09
H 24.77 -21.29 -26.13  0.07
H 22.11 -26.62 -26.29  0.00

Calculated values
- Net charge: 0
- Spin multiplicity: 4
- Expectation value of S²: 3.764
- Calculated total energy: -6287.36231 a.u.
- LUMO (spin up / spin down): 0.39 / -0.28 eV
- Kohn-Sham gap (spin up / spin down): 9.08 / 9.33 eV
- E_HOMO (spin up / spin down): -0.319 / -0.353 Ha
- ΔE to the lowest compared entry with this formula, charge and spin: 0.0 kcal per mole


Entry 3:
Molecular formula: C33H64IN2O13P2
Method: DFT, wB97M-V/def2-TZVPD

Last column: Löwdin charge in e.
Cartesian coordinates (Å):
I 5.43 0.40 -2.75  1.13
P -8.03 -3.27 -1.38  0.78
P -1.34 2.84 -3.03  0.76
O -2.34 3.01 -1.72  -0.26
O -6.75 -2.67 -0.74  -0.22
O 2.86 5.79 3.96  -0.13
O 5.26 2.14 2.38  -0.18
O -2.55 1.82 -3.72  -0.27
O -7.21 -3.78 -2.73  -0.26
O -9.46 -3.93 -2.10  -0.27
O 1.82 -1.42 2.50  -0.03
O -1.96 4.04 -3.98  -0.25
O -7.95 -4.65 -0.49  -0.25
O 6.00 3.93 3.95  -0.16
O 8.06 -0.24 0.91  -0.14
O -0.25 3.76 -2.41  -0.22
N 4.72 0.53 -0.82  -0.47
N 0.60 -0.16 0.67  -0.01
C -2.05 -0.86 0.84  0.00
C 2.07 -2.34 0.09  -0.11
C -4.58 3.03 -4.41  -0.07
C 5.83 -1.47 0.08  -0.08
C 8.29 -0.70 2.32  -0.20
C -3.53 -0.76 1.60  -0.04
C -8.24 -4.58 0.90  -0.30
C -1.70 4.20 0.26  -0.07
C -0.71 -0.06 1.43  -0.19
C 9.90 -0.99 2.59  -0.17
C -3.74 0.12 2.99  -0.05
C -9.50 -5.09 -2.92  -0.29
C -1.78 2.85 -0.42  -0.31
C -1.02 3.40 -6.13  -0.08
C -0.93 0.78 2.83  -0.01
C 3.72 4.84 3.25  -0.20
C -9.69 -4.18 1.14  -0.08
C 9.95 -1.97 3.94  -0.24
C 4.58 3.95 4.35  -0.15
C 4.33 -0.75 -0.08  -0.29
C 3.33 -1.81 -0.82  -0.14
C 9.11 -1.26 5.17  -0.15
C -3.95 1.96 -3.54  -0.28
C 5.86 1.09 0.06  -0.24
C -4.89 -3.30 -3.11  -0.08
C 5.41 2.42 0.95  -0.11
C -1.19 4.49 -5.09  -0.30
C 6.58 -0.18 0.83  -0.24
C -2.40 0.87 3.58  -0.06
C -9.47 -6.40 -2.15  -0.07
C 1.49 -1.27 1.18  -0.26
C 6.35 2.72 3.19  -0.19
C -6.32 -2.88 -3.38  -0.30
H -9.78 -7.23 -2.79  0.08
H 2.28 -3.40 0.59  0.15
H -6.53 -2.91 -4.45  0.12
H -2.54 1.50 4.57  0.09
H -5.67 2.91 -4.44  0.08
H 10.44 0.04 2.83  0.12
H 8.00 0.19 3.04  0.11
H 4.53 4.58 5.36  0.15
H -2.02 -1.52 -0.14  0.09
H 4.33 2.70 0.54  0.14
H -0.51 3.79 -7.01  0.08
H -4.22 2.10 -2.49  0.11
H -4.78 0.21 3.51  0.09
H -9.88 -3.17 0.79  0.07
H -4.18 -2.55 -3.50  0.07
H -2.71 4.60 0.45  0.08
H 7.27 3.02 2.50  0.16
H 3.99 -2.75 -1.14  0.14
H -4.70 -3.44 -2.04  0.07
H 6.77 1.84 3.88  0.15
H 4.11 2.91 4.60  0.14
H 6.09 3.34 0.69  0.16
H 7.98 -1.58 5.03  0.08
H 6.63 1.59 -0.70  0.11
H -1.17 4.13 1.22  0.07
H -0.04 1.36 3.33  0.09
H 6.17 -0.26 1.93  0.15
H 7.70 -1.69 2.58  0.14
H -4.68 -4.26 -3.59  0.08
H -10.37 -4.85 0.61  0.07
H -1.99 2.98 -6.43  0.07
H 1.18 -2.55 -0.68  0.13
H -10.46 -5.04 -3.45  0.12
H -10.13 -6.36 -1.28  0.07
H 6.34 -1.90 -0.88  0.12
H 9.49 -1.63 6.23  0.09
H 10.43 -1.48 1.65  0.12
H 4.53 5.49 2.66  0.14
H -9.92 -4.23 2.21  0.08
H -8.74 -5.08 -3.70  0.11
H 2.92 -1.31 -1.82  0.11
H 9.15 -0.09 5.11  0.08
H 11.05 -2.21 4.26  0.11
H -4.20 2.98 -5.44  0.07
H 9.37 -2.96 3.63  0.11
H -1.72 5.33 -5.53  0.12
H -0.81 2.36 -0.46  0.08
H -4.48 -1.31 1.17  0.08
H -0.43 2.57 -5.73  0.07
H -8.46 -6.63 -1.79  0.07
H 3.86 1.11 -0.93  0.12
H -4.38 4.03 -4.03  0.08
H -6.51 -1.85 -3.05  0.10
H 4.13 -0.38 1.01  0.18
H -8.06 -5.57 1.32  0.12
H 5.78 -2.34 0.88  0.15
H -1.19 4.94 -0.36  0.07
H 3.02 6.73 3.64  0.12
H -7.56 -3.88 1.38  0.10
H -2.44 2.19 0.15  0.10
H -0.22 4.86 -4.74  0.11
H 1.10 0.76 0.61  0.12
H -4.39 1.00 -3.82  0.11
H 3.18 4.20 2.43  0.11

Calculated values
- Net charge: +1
- Spin multiplicity: 1
- Calculated total energy: -3362.79707 a.u.
- LUMO: -4.90 eV
- Kohn-Sham gap: 5.53 eV
- E_HOMO: -0.383 Ha


Entry 4:
Molecular formula: C33H64N4O17
Method: DFT, wB97M-V/def2-TZVPD

Last column: Löwdin charge in e.
Cartesian coordinates (Å):
O 0.74 1.43 0.90  0.10
O -2.95 0.08 -1.02  -0.12
O -4.97 0.61 1.33  -0.10
O 0.31 -3.07 0.67  -0.08
O 4.52 -2.65 4.96  0.04
O 0.72 -1.66 -5.20  -0.10
O 4.20 2.69 3.32  0.08
O -1.97 -1.83 -1.40  -0.06
O 3.09 2.87 -2.12  -0.03
O -3.83 -1.79 -0.35  0.04
O -1.26 0.42 -4.71  0.07
O 3.20 4.75 1.46  -0.13
O -6.16 2.67 -3.61  0.12
O 1.99 -3.70 1.86  -0.02
O 2.28 -2.23 0.32  0.01
O 0.38 -2.49 3.96  -0.06
O -2.20 -6.26 0.57  0.22
N -3.00 -1.18 -1.05  -0.45
N 0.17 -0.41 -0.48  0.11
N -1.81 -4.51 -0.93  0.10
N 1.51 -2.89 1.02  -0.57
C -2.17 -5.13 0.44  -0.40
C 4.53 -1.40 4.58  -0.39
C -0.09 0.50 0.66  -0.32
C -4.56 2.10 -5.17  0.07
C 5.51 2.88 -1.51  -0.01
C 1.77 4.96 1.78  -0.35
C -2.47 -4.21 1.52  0.02
C 0.41 -2.76 5.37  -0.50
C 1.98 -2.14 -7.26  -0.04
C 1.44 -1.02 -6.34  -0.46
C 4.39 1.14 -2.85  -0.09
C -2.85 0.94 -3.08  -0.01
C -0.72 -3.80 5.57  -0.06
C -4.15 1.58 -2.69  0.16
C -0.98 0.07 1.75  0.01
C -2.34 0.97 -4.40  -0.41
C 4.37 1.56 3.67  -0.34
C 0.05 -1.51 5.96  -0.10
C -7.21 0.47 2.30  -0.07
C 3.55 -1.02 3.56  0.03
C -6.70 1.54 0.06  -0.06
C -6.35 0.44 1.05  -0.55
C 2.50 -0.15 -5.76  -0.06
C 4.39 2.58 -2.56  -0.47
C -0.54 -5.10 -1.45  -0.05
C 1.40 6.32 0.99  0.03
C 1.85 5.22 3.30  -0.03
C -5.09 2.20 -3.87  -0.41
C 3.51 0.38 3.08  0.09
C 5.35 -0.36 5.15  0.07
C 0.52 0.28 -1.74  0.08
C -3.14 1.66 -5.39  0.10
C 5.35 1.10 4.76  0.13
H 2.03 0.27 -4.86  0.06
H 0.89 -0.85 5.96  0.06
H -0.19 -6.13 -1.41  0.09
H -2.51 -3.16 1.15  0.07
H 1.99 6.92 0.99  -0.07
H -0.74 -1.00 5.40  0.09
H 2.67 0.71 2.51  0.06
H -0.33 -4.87 -2.60  0.14
H -0.50 1.06 -1.80  0.19
H 0.85 5.21 3.52  0.04
H 0.87 -3.02 3.45  -0.04
H 4.66 2.95 -3.63  0.17
H 4.07 0.47 -2.13  0.07
H 6.04 -0.67 5.93  0.10
H -2.12 -4.64 -1.76  0.06
H -6.66 2.61 0.59  0.13
H 5.29 0.68 -3.41  0.14
H -3.51 -3.99 1.82  0.13
H 3.09 3.83 -1.89  0.12
H 1.31 0.89 -1.75  0.03
H -5.11 2.51 -5.98  0.10
H -0.13 -1.50 7.14  0.14
H 0.50 6.68 1.50  0.11
H 2.45 5.91 3.35  -0.02
H 3.74 1.08 -3.55  -0.03
H -0.81 -1.02 2.34  0.16
H 6.40 2.41 -1.68  0.06
H 5.90 1.77 5.13  0.02
H -0.73 0.65 2.66  0.08
H 1.08 -2.79 -7.47  0.08
H -7.81 1.61 -0.36  0.12
H 0.62 -0.53 -6.64  0.08
H -4.40 1.38 -1.55  0.11
H 3.27 -0.67 -5.34  0.04
H 1.42 -3.20 5.64  0.17
H 5.32 2.49 -0.59  0.05
H 0.33 -0.97 -4.70  -0.01
H -0.75 -4.16 6.59  0.05
H -1.73 -4.14 2.23  0.07
H -5.91 1.39 -0.68  0.02
H -0.98 -4.58 4.84  0.06
H -2.11 0.28 1.74  0.11
H -2.70 1.71 -6.28  0.06
H 1.99 -1.56 -8.29  0.12
H 1.08 4.17 1.54  0.11
H 3.50 3.96 2.09  0.08
H 5.67 3.82 -1.33  0.02
H -7.40 -0.63 2.41  0.08
H -8.18 0.94 2.01  0.08
H 1.24 6.21 0.05  0.02
H 0.36 -4.48 -0.83  0.15
H -1.56 -3.40 -0.78  0.17
H 0.81 -0.96 -0.05  0.06
H -1.83 -3.13 5.42  0.15
H 2.89 -2.59 -6.87  0.07
H 2.27 4.19 3.94  0.16
H 2.89 -1.93 2.98  0.16
H -6.68 1.02 3.17  0.11
H -4.43 0.43 0.49  0.06
H -2.37 0.34 -2.34  0.00
H 2.75 0.79 -6.52  0.16
H 0.48 -0.38 -2.58  0.08
H -0.57 -0.92 -0.74  0.04
H -6.48 -0.64 0.80  0.13

Calculated values
- Net charge: 0
- Spin multiplicity: 1
- Calculated total energy: -2792.78049 a.u.
- LUMO: -2.19 eV
- Kohn-Sham gap: 7.20 eV
- E_HOMO: -0.345 Ha
- ΔE to the lowest compared entry with this formula, charge and spin: 145.9 kcal per mole